Molecular formula: C38H41ClN7OS
Method: DFT, the ωB97M-V functional and the def2-TZVPD basis

```
89
Properties=species:S:1:pos:R:3:forces:R:3:lowdin_charge:R:1
C 0.7091 -1.2267 -1.5584 -0.5623 0.4088 0.2565 -0.07
C -0.7611 -0.7523 -1.9276 0.2796 -1.8639 0.4091 -0.17
O -0.9183 0.7010 -2.0205 -0.9008 -0.0990 -0.8815 -0.04
N -1.2921 1.2438 -0.8471 1.0099 0.9300 3.1301 -0.06
C -0.2940 1.4982 0.1404 -4.0521 1.4550 2.2680 0.05
C -1.0887 2.0241 1.2357 2.5943 -1.0990 -0.1146 -0.56
S -0.3050 2.4836 2.8168 -0.9612 -0.5620 -0.6113 0.79
N -2.4794 2.0816 0.9007 3.0946 -1.2815 -2.2231 -0.44
Cl -3.7337 2.6081 1.9088 0.5137 -0.2565 -0.6329 0.82
C -2.5455 1.5874 -0.3899 -1.1622 -0.2443 -1.7133 -0.18
C -3.8389 1.3732 -1.2749 0.7569 -1.5939 1.1313 -0.04
C -3.9718 -0.2049 -1.4172 -0.3268 -1.5220 0.3628 -0.21
C -3.8647 -0.9213 -2.6870 -0.3642 -1.4919 2.0639 -0.03
C -3.9645 -2.4137 -2.6725 -0.1366 1.1261 2.5788 -0.01
C -4.1582 -3.1300 -1.3960 -0.1001 1.1355 0.1831 -0.22
C -4.2283 -4.7091 -1.2898 0.5490 1.5552 0.4961 -0.06
C -4.2993 -2.3931 -0.1047 0.6133 2.0863 -2.4577 -0.03
C -4.2010 -0.9327 -0.1280 0.3281 -1.3226 -2.0897 -0.04
H 1.3946 -0.3682 -1.2958 -0.7287 -0.9330 -0.4923 0.07
H 1.1506 -1.8051 -2.4126 -0.2994 0.5710 1.0396 0.08
H 0.6263 -1.8616 -0.6351 0.3540 0.4163 -1.0297 0.08
H -1.5031 -1.1400 -1.1705 0.7526 0.5278 -0.7980 0.11
H -1.0624 -1.2106 -2.9135 0.2491 1.0396 0.9504 0.13
H 0.8125 1.3387 0.0926 -1.5381 0.1045 -0.1983 0.14
H -0.3801 1.3189 3.5719 -0.2276 0.6469 -0.9740 -0.08
H -3.7708 1.8901 -2.2653 -0.0981 -0.3301 1.0485 0.12
H -4.7059 1.6991 -0.6418 0.7598 0.1331 -0.9105 0.12
H -3.6844 -0.3802 -3.6540 -0.2601 -0.5589 1.1636 0.12
H -3.8774 -3.0380 -3.5944 -0.1032 0.8266 0.8089 0.11
H -4.2169 -5.2149 -2.2877 -0.1695 0.4176 0.9882 0.05
H -3.3171 -4.9945 -0.6774 -1.0267 -0.0035 -0.8208 0.09
H -5.1295 -4.9337 -0.6611 0.7523 -0.1402 -0.8379 0.08
H -4.4582 -2.9035 0.8739 0.1405 0.2935 -1.1035 0.11
H -4.2714 -0.3442 0.8299 -0.0090 -0.6955 -1.1277 0.10
N 3.7265 -2.5131 -1.0599 0.3848 -0.1475 0.0528 0.04
C 4.7884 -2.0094 -1.7013 -0.3575 -0.0299 0.1105 -0.15
C 6.0669 -2.5349 -1.6080 -0.0073 -0.0379 0.0354 -0.07
C 6.2621 -3.6446 -0.8013 0.1122 -0.0528 0.0126 -0.07
C 5.1794 -4.1843 -0.1249 0.0278 0.0353 -0.0387 -0.07
C 3.9407 -3.5859 -0.2884 -0.1939 0.2657 -0.1592 -0.16
H 4.5869 -1.1395 -2.3179 0.0841 -0.0148 -0.0216 0.10
H 6.8881 -2.0871 -2.1521 -0.0468 0.0042 0.0117 0.11
H 7.2473 -4.0845 -0.7009 -0.0451 0.0213 -0.0057 0.11
H 5.2938 -5.0500 0.5142 -0.0310 0.0301 -0.0194 0.10
H 3.0628 -3.9746 0.2177 0.0620 -0.0521 0.0285 0.10
N 5.4496 4.3998 1.7347 -0.4432 -0.0955 0.1861 0.06
C 4.4639 3.8157 1.0455 0.3566 0.1307 0.0177 -0.15
C 3.1953 3.5892 1.5561 0.0422 0.0302 0.1162 -0.08
C 2.9318 3.9865 2.8570 -0.0736 0.0090 0.0804 -0.10
C 3.9367 4.5924 3.5930 -0.0637 -0.0041 -0.0055 -0.07
C 5.1706 4.7764 2.9880 0.2295 -0.0489 -0.3266 -0.14
H 4.7195 3.5197 0.0332 -0.0594 -0.0095 0.0033 0.10
H 2.4335 3.1138 0.9506 0.0243 0.0210 -0.0138 0.07
H 1.9528 3.8258 3.2923 0.1450 0.0680 -0.0053 0.04
H 3.7673 4.9155 4.6124 0.0330 0.0185 -0.0291 0.09
H 5.9884 5.2495 3.5217 -0.0588 0.0034 0.0397 0.11
N 4.5952 4.7267 7.5605 -0.0516 -0.4210 0.0949 0.05
C 5.1784 3.7051 6.9234 -0.0919 0.3450 0.0835 -0.16
C 5.1748 2.4006 7.3912 -0.0345 -0.0098 0.0453 -0.07
C 4.5336 2.1370 8.5914 -0.0192 -0.1075 0.0432 -0.08
C 3.9234 3.1790 9.2720 0.0395 -0.0535 -0.0611 -0.07
C 3.9812 4.4473 8.7159 0.0961 0.2438 -0.2598 -0.15
H 5.6698 3.9626 5.9911 0.0393 -0.1011 0.0149 0.09
H 5.6613 1.6125 6.8312 0.0070 0.0489 0.0044 0.10
H 4.5096 1.1302 8.9922 0.0099 0.0444 -0.0111 0.11
H 3.4140 3.0115 10.2120 0.0176 0.0375 -0.0268 0.10
H 3.5158 5.2943 9.2091 0.0000 -0.0583 0.0437 0.10
N -3.3191 -6.6130 -4.4370 0.2325 -0.2896 0.1326 0.05
C -3.6607 -7.8004 -4.9508 -0.0819 0.3604 0.0405 -0.15
C -2.9143 -8.9561 -4.7830 0.0847 0.0366 0.0493 -0.07
C -1.7444 -8.8795 -4.0440 0.0515 -0.1071 0.0114 -0.07
C -1.3683 -7.6599 -3.5028 -0.0233 -0.0299 -0.0228 -0.07
C -2.1869 -6.5652 -3.7264 -0.2733 0.0799 -0.1816 -0.18
H -4.5818 -7.8092 -5.5234 0.0271 -0.0679 0.0057 0.11
H -3.2402 -9.8910 -5.2197 -0.0107 0.0497 0.0016 0.11
H -1.1324 -9.7607 -3.8910 -0.0283 0.0392 -0.0075 0.11
H -0.4614 -7.5615 -2.9204 -0.0313 0.0181 -0.0194 0.10
H -1.9376 -5.5892 -3.3211 0.0889 -0.0411 0.0296 0.09
N -4.7089 4.3889 -2.7936 0.2942 0.2175 0.0333 0.06
C -5.1226 5.3693 -3.6047 -0.0884 -0.3466 0.1074 -0.14
C -4.4691 6.5842 -3.7400 0.0930 -0.0230 0.0946 -0.06
C -3.3234 6.7996 -2.9906 0.0398 0.1212 -0.0373 -0.07
C -2.8763 5.7989 -2.1417 0.0000 -0.0107 0.0112 -0.06
C -3.6010 4.6204 -2.0833 -0.3072 0.0894 -0.2248 -0.17
H -6.0246 5.1548 -4.1673 0.0311 0.0628 -0.0157 0.11
H -4.8475 7.3413 -4.4139 -0.0115 -0.0479 0.0216 0.11
H -2.7846 7.7366 -3.0672 -0.0236 -0.0462 0.0047 0.11
H -1.9858 5.9308 -1.5403 -0.0261 -0.0092 -0.0146 0.10
H -3.2901 3.8077 -1.4369 0.1084 0.1563 0.0774 0.06
```
Positions in Å, forces in eV/Å.

## Properties
Total charge = +1
Gap between HOMO and LUMO = 7.86 eV
Highest occupied orbital energy = -11.2 eV
Lowest unoccupied orbital energy = -3.3 eV
Energy = -2789.06910 Eh